{"formula": "C7H14N2", "method": "ωB97M-V/def2-TZVPD", "elements": ["C", "C", "C", "H", "H", "H", "H", "H", "H", "H", "H", "C", "C", "C", "C", "N", "N", "H", "H", "H", "H", "H", "H"], "xyz": [[-1.10492, -1.75367, -0.30671], [-1.26665, -3.16688, 0.24331], [-2.08552, -1.34377, -1.39259], [-1.30767, -1.08996, 0.52713], [-0.06826, -1.59135, -0.56815], [-2.21698, -3.31200, 0.75645], [-2.07027, -0.27537, -1.59412], [-0.51531, -3.35243, 1.01769], [-1.06995, -3.90663, -0.53331], [-1.99599, -1.85756, -2.35538], [-3.04859, -1.67376, -1.05964], [0.56080, 1.67155, -1.25430], [1.65742, 1.29983, 2.11605], [1.21319, 1.79561, 0.08556], [1.93932, 2.83413, 0.57520], [1.00735, 0.86031, 1.07789], [2.21938, 2.51651, 1.88916], [1.58199, 0.88169, 3.10846], [3.02023, 2.81351, 2.41904], [2.24935, 3.74773, 0.10379], [-0.25525, 2.38616, -1.32578], [0.28983, 0.63897, -1.46494], [1.26649, 1.87739, -2.06479]], "atomic_forces_ev_per_a": [[-0.251, 0.089, 0.491], [0.607, 0.015, 0.043], [0.242, -0.672, -0.481], [0.228, 0.322, 0.198], [0.266, 0.108, -0.239], [-0.241, -0.133, -0.416], [-0.113, 0.063, 0.132], [0.063, 0.121, -0.081], [-0.413, -0.195, 0.011], [0.528, -0.039, 0.053], [-0.929, 0.303, 0.282], [0.823, -0.076, -0.311], [-0.601, 0.117, 0.228], [-0.468, -0.017, -0.043], [0.368, -0.088, -0.122], [0.019, -0.199, -0.147], [0.277, -0.261, 0.052], [0.381, -0.184, -0.061], [-0.143, 0.490, 0.049], [0.181, 0.061, 0.059], [-0.312, -0.307, -0.205], [-0.558, 0.085, 0.363], [0.047, 0.396, 0.144]], "lowdin_charge": [-0.3417, -0.1270, -0.1246, 0.0889, 0.0819, 0.0681, 0.0579, 0.0664, 0.0681, 0.0704, 0.0575, -0.0388, -0.2137, -0.3548, -0.0745, 0.1017, 0.0379, 0.1155, 0.1413, 0.1118, 0.0785, 0.0540, 0.0750], "smiles": "Cc1c[nH]cn1.CCC", "homo_ev": -8.70, "gap_ev": 9.634, "total_charge": 0}

{"formula": "C6H9ClO", "method": "ωB97M-V/def2-TZVPD", "elements": ["C", "C", "C", "C", "C", "C", "O", "Cl", "H", "H", "H", "H", "H", "H", "H", "H", "H"], "xyz": [[1.90529, -1.95130, -0.28492], [0.93615, -1.27556, -0.62777], [-1.93415, -0.01430, 0.14550], [-0.52729, 0.52290, 0.15854], [2.67600, 0.93320, -0.33250], [0.38440, -0.02589, -0.87898], [0.31622, 0.35385, -2.14590], [3.52518, -0.27049, 0.61065], [2.34329, -2.76384, 0.13044], [-2.50119, 0.56394, 0.85925], [-2.53284, 0.22195, -0.72444], [-2.05761, -1.11504, 0.53119], [-0.01763, 0.66863, 1.12159], [-0.57367, 1.60729, -0.07306], [2.69104, 1.94187, 0.10192], [3.22939, 0.86129, -1.28738], [0.79561, -0.30769, -2.82384]], "atomic_forces_ev_per_a": [[-2.475, 1.209, -0.589], [1.547, -0.675, 0.310], [-0.956, -1.693, 1.830], [0.291, 2.781, -0.841], [-0.301, -0.365, -0.805], [2.737, -0.737, 0.884], [0.190, -0.927, -3.163], [-0.209, 0.473, 0.279], [1.273, -2.050, 0.732], [-0.058, 0.183, 0.754], [0.463, -0.580, -0.785], [0.384, 1.927, -1.185], [-0.203, -1.259, -0.106], [-0.367, -0.295, -0.344], [-0.064, -0.541, 0.136], [-0.792, 0.505, 0.146], [-1.460, 2.043, 2.748]], "lowdin_charge": [0.0020, -0.1199, -0.0992, -0.2140, -0.4881, -0.4100, 0.0345, 0.5713, 0.0032, 0.0591, 0.0724, 0.1191, 0.1313, 0.1281, 0.0026, -0.0002, 0.2079], "homo_ev": [-7.52, -7.52], "gap_ev": [7.808, 7.812], "total_charge": 0}

{"formula": "C7H17NO3", "method": "ωB97M-V/def2-TZVPD", "elements": ["C", "C", "C", "C", "C", "N", "C", "C", "H", "H", "H", "H", "H", "H", "H", "H", "H", "H", "H", "H", "H", "O", "H", "H", "O", "H", "H", "O"], "xyz": [[2.43461, -0.19814, -1.72910], [1.01081, -0.30130, -1.18078], [0.79946, 0.04883, 0.27617], [-0.58906, 0.57571, 0.53593], [-0.90718, 1.24204, 1.70907], [-2.24741, 1.52076, 1.61833], [-2.77275, 1.06474, 0.46232], [-1.76055, 0.43326, -0.23668], [2.97289, 0.71929, -1.49090], [2.43658, -0.26474, -2.81872], [3.02628, -1.00698, -1.33199], [0.46796, 0.36135, -1.87225], [0.60544, -1.27922, -1.42250], [0.83692, -0.87992, 0.84834], [1.58138, 0.70875, 0.64612], [-0.34607, 1.18650, 2.62761], [-2.75582, 2.03411, 2.30940], [-3.80668, 1.31823, 0.29893], [-1.84850, -0.17583, -1.11720], [0.60944, -3.91861, -0.08112], [-0.38418, -3.39216, -1.30285], [-0.04178, -3.30845, -0.41709], [1.69002, 2.59920, -1.80596], [0.48467, 3.42266, -1.27276], [1.42918, 3.29462, -1.19503], [-0.75082, -1.21215, 2.64655], [-1.20552, -2.52530, 2.24413], [-0.96932, -2.06725, 3.05204]], "atomic_forces_ev_per_a": [[0.130, -0.375, 0.178], [0.205, 0.893, -1.637], [-0.706, -0.736, -0.204], [0.873, 0.334, 0.865], [-0.408, -0.974, -0.981], [0.388, 0.325, 0.968], [-0.015, 0.095, 0.030], [-0.280, 0.121, 0.132], [-0.250, 0.197, 0.280], [-0.035, -0.204, 0.025], [0.501, -0.346, 0.031], [-0.422, 0.205, 0.617], [0.110, -0.166, 0.217], [0.520, -0.159, 0.060], [-0.145, 0.217, 0.013], [-0.031, 0.759, 0.079], [-0.184, 0.066, 0.107], [-0.032, -0.381, -0.486], [-0.102, 0.273, -0.310], [0.050, -0.568, -0.857], [0.539, -0.883, -0.210], [-0.671, 1.315, 1.185], [-0.281, 0.004, -0.014], [-0.252, -0.209, -0.135], [0.525, 0.160, 0.181], [0.000, 0.102, 0.493], [-0.208, -0.661, -0.141], [0.180, 0.595, -0.488]], "lowdin_charge": [-0.1113, -0.2790, -0.1582, -0.2683, -0.0877, 0.0006, -0.1221, -0.0498, 0.0643, 0.0721, 0.0640, 0.0988, 0.0770, 0.1017, 0.1181, 0.1227, 0.1434, 0.1088, 0.0977, 0.0437, 0.0382, -0.0412, 0.0145, 0.0324, -0.0477, 0.0033, 0.0207, -0.0567], "smiles": "CCCc1cc[nH]c1.O.O.O", "homo_ev": -8.22, "gap_ev": 8.716, "total_charge": 0}

{"formula": "C3H3FeO3", "method": "ωB97M-V/def2-TZVPD", "elements": ["O", "Fe", "O", "C", "O", "C", "H", "C", "H", "H"], "xyz": [[0.55782, 1.13229, 0.65091], [2.78049, -0.50873, -1.47839], [1.96235, -0.46662, 0.15787], [0.93256, -0.08115, 0.67779], [-0.37416, -0.87554, 0.54534], [-0.86486, -1.25786, -0.62251], [-1.46965, -2.14834, -0.35947], [-0.90947, 1.34530, 0.21220], [-0.99952, 1.82808, -0.75742], [-1.61555, 1.03256, 0.97371]], "atomic_forces_ev_per_a": [[-0.730, -0.785, 0.549], [1.751, -0.104, -1.121], [0.378, -1.714, 1.665], [-3.752, 3.947, -3.646], [0.885, -3.002, -3.058], [1.959, 0.370, 5.590], [-1.248, -0.332, -1.182], [0.412, 0.764, 0.980], [0.329, 0.366, 0.271], [0.017, 0.491, -0.048]], "lowdin_spin": [0.0736, 3.8660, 0.1011, 0.0812, 0.2890, 0.6647, 0.0798, 0.7862, 0.0329, 0.0255], "homo_ev": [-22.90, -27.33], "multiplicity": 7, "gap_ev": [6.097, 9.424], "s2": 12.01, "total_charge": 3}

{"formula": "C4H14NO", "method": "ωB97M-V/def2-TZVPD", "elements": ["C", "C", "N", "C", "C", "H", "H", "H", "H", "H", "H", "H", "H", "H", "H", "H", "H", "H", "H", "O"], "xyz": [[-0.66084, -1.87098, 0.61932], [-0.96751, -0.61640, 1.39631], [-0.41479, 0.58137, 0.68312], [-0.78594, 0.74494, -0.80175], [0.20957, 1.73959, -1.38952], [-1.23312, -2.20334, -0.23900], [-0.68281, -2.81200, 1.18745], [0.40695, -2.00702, 0.40235], [-1.97782, -0.54214, 1.79797], [-0.32116, -0.69548, 2.28515], [0.62565, 0.56589, 0.58779], [-0.66841, 1.45225, 1.14456], [-1.77411, 1.22591, -0.78669], [-0.89064, -0.09555, -1.48461], [0.24378, 1.76131, -2.48594], [-0.08400, 2.79759, -1.29699], [1.22272, 1.65935, -1.01481], [2.23652, -1.04773, -0.70038], [3.21502, -0.34909, 0.21154], [2.30095, -0.28848, -0.11587]], "atomic_forces_ev_per_a": [[0.843, -2.207, -0.075], [1.664, -1.059, 0.995], [-0.016, -0.457, -1.978], [-0.841, 2.201, -0.231], [-0.266, 1.595, -0.959], [-0.300, 0.870, -0.363], [-0.778, 0.573, 0.875], [-0.087, 0.951, -0.458], [-0.098, 0.554, -0.740], [-0.348, 0.181, -0.064], [-0.425, -0.604, 0.809], [-0.030, 0.020, 0.047], [0.148, -0.303, -0.053], [0.422, -0.792, 1.124], [0.091, -0.946, 0.146], [-0.129, -0.300, 0.877], [0.137, -0.297, -0.042], [-0.118, -0.111, -0.236], [-0.378, 0.240, 0.000], [0.511, -0.107, 0.326]], "lowdin_charge": [-0.0929, -0.1554, 0.0428, -0.1557, -0.0830, 0.0832, 0.0971, 0.0721, 0.1372, 0.1359, 0.1257, 0.1813, 0.1317, 0.1263, 0.0961, 0.0903, 0.0614, 0.0624, 0.0848, -0.0413], "homo_ev": -16.01, "gap_ev": 13.100, "total_charge": 1}

{"formula": "C26H43Cl2N2OPTc", "method": "ωB97M-V/def2-TZVPD", "elements": ["P", "C", "C", "C", "C", "C", "C", "C", "C", "C", "C", "C", "C", "C", "C", "C", "C", "C", "C", "H", "H", "H", "H", "H", "H", "H", "H", "H", "H", "H", "H", "H", "H", "H", "H", "H", "H", "H", "H", "H", "H", "H", "H", "H", "H", "H", "H", "H", "H", "H", "H", "H", "Tc", "Cl", "Cl", "C", "H", "C", "C", "C", "C", "C", "C", "H", "H", "H", "H", "H", "N", "C", "N", "O", "H", "H", "H", "H"], "xyz": [[0.39718, 3.82155, -1.13615], [-1.20312, 4.79402, -1.61028], [-1.17445, 6.30001, -1.93170], [-2.57800, 6.86855, -2.15821], [-3.40612, 6.05950, -3.16287], [-3.31258, 4.53511, -2.98451], [-1.86848, 4.08761, -2.79320], [1.39740, 3.96992, -2.74646], [1.34230, 5.29935, -3.52415], [2.38283, 5.34558, -4.63297], [2.32183, 4.12173, -5.56781], [2.18366, 2.79018, -4.82600], [1.09256, 2.84355, -3.73923], [1.22689, 5.28451, -0.22789], [0.41980, 5.69336, 1.02060], [1.03343, 6.88621, 1.75893], [2.53364, 6.72035, 2.06223], [3.34059, 6.24736, 0.84039], [2.71522, 5.06069, 0.09508], [-1.80450, 4.64480, -0.69590], [-0.62577, 6.45785, -2.86712], [-0.65848, 6.89481, -1.16743], [-2.48393, 7.91337, -2.48852], [-3.09915, 6.87991, -1.19205], [-4.45172, 6.35995, -3.06675], [-3.06643, 6.30701, -4.17791], [-3.88783, 4.23337, -2.09908], [-3.74057, 4.00028, -3.84280], [-1.83011, 3.00069, -2.65416], [-1.31156, 4.33134, -3.71169], [2.42509, 3.82815, -2.36741], [3.37465, 5.37959, -4.16392], [1.45186, 6.18752, -2.88545], [0.35947, 5.36687, -4.00580], [2.24802, 6.27477, -5.20664], [3.23011, 4.11824, -6.18098], [1.46697, 4.23355, -6.24827], [1.96094, 1.97004, -5.52097], [3.13309, 2.55756, -4.32858], [1.00138, 1.88596, -3.20406], [0.13093, 3.02006, -4.24785], [1.21002, 6.13203, -0.94193], [-0.62746, 5.92308, 0.77774], [0.37268, 4.85995, 1.73865], [0.89082, 7.78160, 1.13822], [0.48232, 7.06201, 2.68743], [2.64955, 5.97805, 2.87562], [2.94879, 7.66397, 2.43072], [4.36164, 5.99874, 1.14198], [3.42614, 7.08411, 0.13339], [3.29831, 4.87934, -0.81885], [2.84526, 4.16272, 0.71857], [0.16069, 1.30559, -0.16707], [2.31474, 0.69438, -0.85400], [-2.12166, 1.78474, -0.32139], [-0.16489, -0.57447, -0.92064], [0.37928, -1.44120, -0.46803], [-0.48224, -1.01361, -2.25120], [-0.23623, -2.36544, -2.67438], [-0.59311, -2.77115, -3.94763], [-1.18300, -1.84812, -4.83907], [-1.41713, -0.52786, -4.43723], [-1.06710, -0.08177, -3.16265], [0.17723, -3.09922, -1.93119], [-0.49161, -3.83004, -4.25934], [-1.96603, 0.17559, -5.08157], [-1.30563, 0.90807, -2.75812], [-1.54798, -2.15735, -5.82322], [-1.60241, -1.45782, 1.66246], [-0.45974, -0.82538, 2.08981], [0.11454, -1.33847, 3.21900], [0.04840, 0.21690, 1.55077], [-1.99982, -2.15934, 2.30065], [-1.89272, -1.43465, 0.68845], [1.08797, -1.10635, 3.39024], [-0.33951, -2.12878, 3.66372]], "atomic_forces_ev_per_a": [[0.076, 2.614, -1.539], [0.104, -0.715, 0.462], [0.509, 0.183, -0.291], [-0.112, -0.345, 0.513], [0.040, -0.124, -0.243], [0.030, 0.118, 0.398], [-0.074, -0.248, -0.105], [-0.029, -0.240, 0.330], [-0.272, 0.009, 0.120], [0.340, -0.340, 0.029], [-0.166, 0.221, -0.048], [0.009, -0.093, 0.501], [0.083, -0.248, -0.216], [0.135, -0.246, 0.147], [0.105, -0.305, 0.395], [0.260, 0.292, -0.336], [-0.139, -0.608, 0.057], [-0.300, 0.420, -0.177], [0.089, -0.372, 0.469], [-0.148, -0.023, -0.373], [-0.128, 0.001, 0.364], [-0.197, -0.120, -0.103], [-0.109, -0.249, 0.082], [-0.038, 0.048, -0.071], [0.012, 0.089, -0.241], [-0.105, 0.020, 0.079], [0.046, -0.004, -0.088], [-0.034, 0.251, 0.129], [-0.033, 0.223, -0.121], [-0.144, -0.104, 0.266], [-0.175, -0.117, -0.254], [-0.003, 0.077, -0.109], [0.039, -0.295, -0.170], [0.181, 0.011, 0.115], [0.154, -0.247, 0.096], [-0.194, -0.071, -0.057], [0.082, 0.032, 0.045], [0.133, 0.198, 0.068], [-0.027, -0.094, -0.084], [0.174, 0.155, -0.299], [0.204, -0.033, 0.284], [-0.205, -0.475, 0.278], [0.301, -0.069, -0.061], [0.079, -0.093, -0.244], [0.058, -0.019, 0.050], [0.037, 0.006, -0.069], [-0.036, 0.236, -0.266], [-0.061, -0.119, 0.013], [-0.062, -0.015, -0.025], [-0.017, -0.012, 0.063], [-0.220, 0.036, 0.189], [-0.157, 0.032, -0.129], [-0.329, -0.729, -0.815], [0.518, 0.498, 0.269], [-0.405, 0.096, 0.448], [0.404, -1.380, -0.863], [-0.152, 0.986, 0.379], [-0.129, 0.802, 0.031], [-0.096, 0.058, 0.644], [-0.337, -0.158, -0.397], [-0.171, 0.032, 0.131], [-0.277, 0.615, 0.288], [0.059, -1.199, 0.053], [-0.340, 0.842, -0.844], [0.082, 0.818, 0.248], [0.406, -0.466, 0.064], [0.076, -0.396, -0.520], [0.303, -0.025, 0.360], [0.690, 0.064, 1.035], [-0.265, 0.848, -0.931], [-0.334, 0.343, -0.560], [-0.360, -2.066, 1.807], [0.338, 0.499, -0.959], [0.121, 0.483, 0.291], [-0.545, -0.037, 0.157], [0.646, 0.246, -0.139]], "lowdin_spin": [0.0038, -0.0024, -0.0006, -0.0002, 0.0000, 0.0000, 0.0007, 0.0040, 0.0004, 0.0003, 0.0002, 0.0003, 0.0045, -0.0001, -0.0003, 0.0000, 0.0000, 0.0000, 0.0007, 0.0006, 0.0000, 0.0000, -0.0001, 0.0000, 0.0000, 0.0000, 0.0000, 0.0000, 0.0005, 0.0000, 0.0000, 0.0000, 0.0000, 0.0000, 0.0000, 0.0000, 0.0000, 0.0000, 0.0000, 0.0045, 0.0001, -0.0003, 0.0000, -0.0003, 0.0000, 0.0000, 0.0000, 0.0000, 0.0000, 0.0000, 0.0000, 0.0006, 1.8509, 0.1160, 0.0944, 0.4534, 0.0225, 0.0381, 0.0959, -0.0114, 0.1207, -0.0105, 0.1074, 0.0030, -0.0032, -0.0033, 0.0081, 0.0077, 0.0253, 0.0156, 0.0063, 0.0320, 0.0013, 0.0119, 0.0003, 0.0005], "homo_ev": [-6.15, -7.13], "multiplicity": 4, "gap_ev": [6.076, 7.080], "s2": 3.85, "total_charge": 0}

Number 1: DFT total energy -384.62030 hartree. Number 2: DFT total energy -769.23017 hartree. Number 3: DFT total energy -557.36550 hartree. Number 4: DFT total energy -1603.81394 hartree. Number 5: DFT total energy -290.53216 hartree. Number 6: DFT total energy -2543.81779 hartree.